# CH8N5

A 2-piece molecular cluster, CH8N5 overall at a distorted geometry (ωB97M-V/def2-TZVPD, OMol25).

Summary:
Net charge: +1
Gap between HOMO and LUMO (Eh): 0.3523
Highest occupied orbital energy (hartree): -0.48353
Energy (a.u.): -316.34285
ΔE to the lowest compared entry with this formula, charge and spin (kJ/mol): 323.9
M (g mol⁻¹): 90.110

XYZ file:
```
14
Properties=species:S:1:pos:R:3:forces:R:3
C -2.6312 0.2249 0.0094 1.6 0.6 -2.2
N -1.5780 0.9520 -0.0764 3.9 -0.3 1.3
N -0.1967 0.1553 -0.0241 -3.2 1.2 -0.1
N -2.7232 -1.0789 -0.1355 -0.1 -1.7 1.0
N 0.6814 0.8277 0.4743 1.2 -0.9 -0.1
N 3.0370 -0.1681 -0.1774 -1.7 2.0 -0.6
H -3.3989 0.8824 -0.2545 -2.2 0.4 0.4
H -1.8456 -1.5608 0.0751 -0.9 -0.3 -0.3
H -3.6230 -1.5627 -0.0408 0.9 0.3 0.0
H 0.4991 1.7316 0.8663 -1.3 1.1 0.2
H 2.2268 0.4111 0.3060 -0.2 -0.1 -0.8
H 3.8862 0.3372 -0.0840 1.5 -0.4 1.0
H 2.8591 -0.1080 -1.1745 -0.5 -0.6 -0.2
H 2.8070 -1.0438 0.2361 1.1 -1.3 0.1
```
Positions in Å, forces in eV/Å.

The computed Mulliken charges, all in e, follow: C 0.090; N -0.414; N -0.026; N -0.321; N -0.375; N -0.501; H 0.355; H 0.246; H 0.254; H 0.225; H 0.383; H 0.359; H 0.357; H 0.369